No. 1
DFT (ωB97M-V/def2-TZVPD) results for a molecular structure, C16H11IrN7OSe.

Each line ends with the Mulliken charge.
Element x y z (Å)
Ir 0.221 0.801 1.176  0.3384
N -2.001 2.067 -2.241  0.1090
C -1.442 2.066 -1.056  0.0018
N -0.696 1.062 -0.624  -0.3652
C -0.479 -0.073 -1.426  0.5990
N 0.250 -1.066 -0.998  -1.2380
N 0.731 -0.833 0.260  0.6914
C 1.464 -1.668 0.912  -0.3909
C 1.876 -1.242 2.248  0.9822
C 2.676 -1.997 3.079  -0.8853
C 3.031 -1.476 4.320  -0.3033
C 2.582 -0.221 4.685  -0.7997
C 1.775 0.495 3.810  0.1447
N 1.431 -0.006 2.628  0.0400
C -1.084 -0.095 -2.736  0.6534
C -0.926 -1.174 -3.614  -0.3470
C -1.528 -1.138 -4.852  -0.8106
C -2.295 -0.034 -5.235  -0.4346
C -2.464 1.041 -4.384  -0.9351
C -1.855 1.000 -3.138  0.2609
H -2.566 2.862 -2.514  0.3012
H -1.606 2.913 -0.403  0.4880
H 1.753 -2.613 0.468  0.4799
H 3.018 -2.972 2.761  0.4798
H 3.655 -2.051 4.991  0.4676
H 2.840 0.212 5.641  0.4375
H 1.388 1.476 4.055  0.5077
H -0.333 -2.023 -3.305  0.4946
H -1.409 -1.969 -5.533  0.4479
H -2.763 -0.018 -6.209  0.4330
H -3.059 1.896 -4.680  0.4148
O -1.690 -2.260 2.912  -0.3347
C -1.471 -1.215 2.471  0.9026
N -1.304 -0.100 1.994  -0.6366
Se 2.073 2.495 0.686  0.0142
C 0.565 2.981 1.567  0.1799
N -0.359 2.878 2.285  -0.3887

Results
- net charge = +2
- relative energy (zero: lowest compared OMol25 entry of this formula, charge and spin) (kJ/mol) = 0.0
- E_HOMO (spin up / spin down) (eV) = -15.21 / -15.21
- E (eV) = -97418.2969
- lowest unoccupied orbital energy (spin up / spin down) (eV) = -7.90 / -9.94
- multiplicity = 2

***

No. 2
DFT (ωB97M-V/def2-TZVPD) results for a molecular structure, C60H59ClN7O5S2Ti.

Each line ends with the Mulliken charge.
Element x y z (Å)
Ti -1.353 -1.516 -1.121  -0.2751
Cl -6.575 1.731 -4.192  -0.2989
C -5.391 0.554 -3.649  0.2657
C -5.832 -0.678 -3.181  -0.9841
C -4.875 -1.587 -2.736  -0.4486
C -3.528 -1.285 -2.750  0.3575
O -2.621 -2.186 -2.327  -0.3780
C -3.073 -0.034 -3.264  1.2997
C -1.709 0.311 -3.360  -1.4352
N -0.692 -0.422 -2.813  0.9993
C 0.583 -0.096 -3.284  -1.1281
C 1.096 1.170 -3.121  0.2553
C 2.411 1.498 -3.503  -1.1871
C 3.224 0.554 -4.063  -1.1941
C 2.710 -0.745 -4.310  1.6345
C 3.475 -1.742 -4.960  -0.7827
C 2.908 -2.947 -5.255  -0.7733
C 1.555 -3.150 -4.893  -0.3861
N 0.826 -2.268 -4.271  -0.3116
C 1.386 -1.071 -3.949  0.1994
C -4.058 0.882 -3.704  -1.4050
H -6.884 -0.917 -3.162  0.4188
H -5.177 -2.569 -2.397  0.5340
H -1.445 1.178 -3.966  0.7744
H 0.487 1.910 -2.618  0.7263
H 2.780 2.498 -3.307  0.4471
H 4.246 0.779 -4.340  0.3896
H 4.502 -1.523 -5.231  0.3955
H 3.459 -3.728 -5.760  0.4216
H 1.075 -4.092 -5.132  0.4442
H -3.751 1.849 -4.080  0.5031
C 4.231 1.433 2.355  -0.5535
O 4.316 0.512 3.443  -0.5930
C 4.514 -0.805 3.118  0.9038
C 5.631 -1.455 3.621  -0.4813
C 5.853 -2.793 3.337  -0.6777
C 4.945 -3.483 2.547  -1.4710
C 3.808 -2.851 2.070  -0.2456
C 3.574 -1.509 2.352  -0.1724
N 2.432 -0.824 1.933  0.6085
C 1.463 -1.343 1.075  -2.4013
N 1.989 -1.783 -0.112  0.5137
C 1.468 -2.865 -0.850  -1.2346
C 0.138 -2.985 -1.209  2.1413
C -0.263 -4.172 -1.845  -0.6550
C 0.630 -5.182 -2.128  -1.6032
C 1.988 -5.013 -1.857  -0.3663
C 2.404 -3.849 -1.239  1.3369
O 3.719 -3.559 -0.939  -0.1448
C 4.702 -4.481 -1.341  -1.2499
N 0.203 -1.297 1.293  1.1787
C -0.232 -1.039 2.598  -0.1824
C -1.108 0.006 2.847  -0.0839
C -1.605 0.247 4.121  -0.7393
C -1.233 -0.573 5.170  -1.0914
C -0.365 -1.638 4.944  -0.5547
C 0.129 -1.877 3.668  -0.0234
O 0.969 -2.912 3.356  0.2092
C 1.321 -3.813 4.374  -1.3104
H 4.909 2.258 2.580  0.3454
H 3.215 1.814 2.263  0.0695
H 4.518 0.962 1.414  0.2540
H 6.319 -0.878 4.222  0.4708
H 6.734 -3.289 3.722  0.4075
H 5.102 -4.527 2.315  0.4761
H 3.077 -3.405 1.497  0.7979
H 2.062 -0.156 2.599  0.6916
H 2.988 -1.657 -0.192  0.6193
H -1.298 -4.282 -2.146  0.3102
H 0.291 -6.091 -2.609  0.4050
H 2.697 -5.779 -2.130  0.4971
H 4.692 -4.617 -2.427  0.3926
H 4.555 -5.452 -0.855  0.3969
H 5.658 -4.065 -1.031  0.2568
H -1.411 0.616 2.008  -0.1616
H -2.288 1.069 4.277  0.4708
H -1.610 -0.398 6.168  0.3566
H -0.079 -2.278 5.764  0.5207
H 1.944 -4.568 3.902  0.2244
H 0.434 -4.282 4.811  0.4111
H 1.897 -3.318 5.163  0.3692
S -2.416 0.947 -0.301  -0.1172
C -1.702 2.453 0.039  -0.4105
N -2.602 3.503 0.241  0.1558
C -2.087 4.734 0.785  -0.9922
C -0.830 5.122 0.042  -0.7727
N 0.129 4.042 0.128  0.3018
C 1.362 4.362 0.800  -1.8655
C 1.179 4.575 2.280  0.6091
C 0.678 3.537 3.067  0.7611
C 0.518 3.702 4.431  -0.8973
C 0.847 4.912 5.030  -0.6083
C 1.336 5.952 4.257  -0.6490
C 1.499 5.780 2.888  -0.4131
C -0.302 2.716 0.081  -0.5719
S 0.829 1.471 0.036  0.3626
C -3.790 3.631 -0.576  -1.6241
C -3.500 4.327 -1.880  0.8333
C -2.574 3.766 -2.760  1.0045
C -2.290 4.381 -3.965  -0.7531
C -2.927 5.568 -4.312  -0.7561
C -3.847 6.131 -3.445  -0.6142
C -4.131 5.510 -2.234  -0.7350
H -1.866 4.611 1.856  0.4809
H -2.855 5.504 0.682  0.4792
H -0.385 6.018 0.480  0.4849
H -1.071 5.342 -1.010  0.3472
H 1.798 5.255 0.341  0.5174
H 2.048 3.530 0.621  0.4485
H 0.417 2.594 2.602  0.2378
H 0.137 2.880 5.023  0.5205
H 0.720 5.042 6.096  0.4009
H 1.591 6.898 4.715  0.3718
H 1.884 6.592 2.282  0.4045
H -4.556 4.172 -0.012  0.6241
H -4.177 2.631 -0.775  0.3664
H -2.087 2.837 -2.492  0.0840
H -1.576 3.930 -4.641  0.4776
H -2.705 6.048 -5.256  0.3917
H -4.349 7.053 -3.708  0.3732
H -4.853 5.949 -1.556  0.4101
C -3.908 -3.890 0.086  -1.7832
C -2.913 -3.175 0.993  1.8421
C -3.634 -2.474 2.141  -1.3769
C -1.859 -4.144 1.516  -1.4044
O -2.252 -2.184 0.249  0.4620
H -4.467 -4.625 0.669  0.5154
H -3.401 -4.403 -0.731  0.2535
H -4.608 -3.177 -0.344  0.2311
H -4.212 -3.198 2.719  0.4136
H -4.310 -1.714 1.751  0.2793
H -2.920 -1.986 2.805  0.1239
H -2.334 -4.873 2.178  0.5250
H -1.084 -3.617 2.070  0.3005
H -1.379 -4.677 0.694  0.2324

Results
- net charge = -1
- relative energy (zero: lowest compared OMol25 entry of this formula, charge and spin) (kJ/mol) = 192.4
- E_HOMO (spin up / spin down) (eV) = -2.58 / -4.82
- E (eV) = -141157.5760
- lowest unoccupied orbital energy (spin up / spin down) (eV) = 2.23 / 2.07
- multiplicity = 3